(1)
DFT (ωB97M-V/def2-TZVPD) results for C51H31Br2F15GeIrN5O3S as an isolated structure in a non-equilibrium geometry.

Properties
Electronic energy = -11686.91128 hartree
E_HOMO = -7.495 eV
Lowest unoccupied orbital energy = -0.0248 Eh
Frontier orbital gap = 6.8 eV
Energy above the lowest of the compared OMol25 structures with the same formula, charge and spin = 39.3 kcal/mol

Cartesian coordinates (Å):
Ir: 0.3923 0.2240 0.2534
C: -3.2270 4.0716 -3.7562
O: -2.5017 3.0571 -3.0856
C: -1.4125 2.5482 -3.7253
C: -0.9554 2.9941 -4.9574
C: 0.1530 2.3967 -5.5471
C: 0.8069 1.3500 -4.9253
C: 0.3519 0.9018 -3.6929
C: -0.7379 1.4987 -3.0880
N: -1.2109 1.0064 -1.8372
C: -1.3646 1.7475 -0.7201
N: -0.9798 3.0768 -0.7560
C: 0.1302 3.3064 0.1073
C: 0.8016 2.2129 0.6801
C: 1.9153 2.5307 1.4622
C: 2.3696 3.8260 1.6444
C: 1.7091 4.8778 1.0320
C: 0.5862 4.6180 0.2682
O: 0.0172 5.7010 -0.3783
C: -1.3327 6.0180 -0.0986
N: -1.6521 1.0926 0.3853
C: -2.2318 1.6909 1.5025
C: -1.8880 1.2544 2.7758
C: -2.5109 1.7589 3.9065
C: -3.5134 2.7040 3.7771
C: -3.9019 3.1296 2.5126
C: -3.2735 2.6287 1.3830
O: -3.6408 2.9816 0.1053
C: -4.9384 3.5216 -0.0659
H: -4.0522 4.3378 -3.1009
H: -3.6231 3.7131 -4.7094
H: -2.6074 4.9550 -3.9281
H: -1.4586 3.7993 -5.4713
H: 0.4960 2.7591 -6.5072
H: 1.6750 0.8915 -5.3779
H: 0.8622 0.0971 -3.1802
H: -1.3506 -0.0036 -1.7140
H: -1.7342 3.7399 -0.7900
H: 2.4598 1.7333 1.9396
H: 3.2382 4.0145 2.2639
H: 2.0430 5.9027 1.1286
H: -1.4378 7.0942 -0.2292
H: -1.6007 5.7568 0.9294
H: -2.0300 5.5385 -0.7949
H: -1.1207 0.4978 2.8549
H: -2.2159 1.4040 4.8849
H: -4.0064 3.1077 4.6513
H: -4.7002 3.8521 2.4152
H: -5.1449 3.4866 -1.1331
H: -4.9901 4.5585 0.2762
H: -5.6843 2.9284 0.4681
Br: -5.7417 -3.9073 1.0446
C: -4.3380 -2.9338 0.2520
C: -4.6129 -1.8207 -0.5198
C: -3.5292 -1.1444 -1.0501
N: -2.2656 -1.5158 -0.8711
C: -2.0084 -2.5873 -0.1308
C: -3.0315 -3.3333 0.4534
C: -0.5775 -3.0184 -0.0050
C: -0.3255 -4.3611 0.2434
C: 0.9734 -4.8317 0.1770
Br: 1.3214 -6.6610 0.4355
C: 1.9927 -3.9537 -0.1085
C: 1.6618 -2.6174 -0.2590
N: 0.4226 -2.1311 -0.1975
H: -5.6245 -1.4911 -0.7045
H: -3.6871 -0.2538 -1.6500
H: -2.8348 -4.1834 1.0869
H: -1.1258 -5.0580 0.4311
H: 3.0205 -4.2727 -0.1940
H: 2.4331 -1.8852 -0.4376
C: 1.1230 -0.3194 2.0669
H: 2.1779 -0.5895 1.9858
H: 0.5730 -1.2000 2.4214
H: 1.0207 0.4782 2.8018
F: 4.8062 -2.5768 0.4465
C: 4.8958 -1.8263 1.5618
C: 4.7274 -0.4472 1.5053
C: 4.7511 0.1918 2.7374
F: 4.5214 1.4997 2.8448
C: 4.9680 -0.4756 3.9322
F: 4.9671 0.1906 5.0846
C: 5.1699 -1.8423 3.9305
F: 5.3825 -2.4934 5.0672
C: 5.1242 -2.5271 2.7307
F: 5.2850 -3.8503 2.7083
Ge: 4.4162 0.3594 -0.2848
S: 2.3675 0.4798 -0.9944
C: 5.6288 -0.7316 -1.4206
C: 5.2483 -1.6181 -2.4117
F: 3.9535 -1.8415 -2.6751
C: 6.1658 -2.3340 -3.1598
F: 5.7616 -3.1832 -4.1061
C: 7.5191 -2.1734 -2.9163
F: 8.4103 -2.8599 -3.6258
C: 7.9391 -1.3029 -1.9276
F: 9.2404 -1.1513 -1.6815
C: 6.9886 -0.6060 -1.2025
F: 7.4344 0.2138 -0.2339
C: 5.1534 2.1522 -0.7053
C: 5.6503 3.1393 0.1262
F: 6.0061 2.8616 1.3838
C: 5.8532 4.4429 -0.2945
F: 6.3132 5.3641 0.5534
C: 5.5829 4.7892 -1.6045
F: 5.7689 6.0381 -2.0205
C: 5.1349 3.8211 -2.4849
F: 4.8983 4.1364 -3.7591
C: 4.9332 2.5353 -2.0225
F: 4.4884 1.6361 -2.9169

Cartesian forces, eV/Å:
Ir 0.85 1.70 -1.08
C 0.01 0.02 0.02
O -0.07 -0.08 -0.07
C 0.02 0.01 0.01
C -0.01 -0.01 -0.01
C -0.01 -0.02 -0.02
C -0.01 0.00 0.01
C -0.01 -0.03 -0.02
C -0.02 0.10 0.05
N 0.54 -0.06 0.09
C -0.30 -0.28 0.35
N 0.32 -0.08 -0.30
C -0.22 0.09 0.05
C 0.15 -0.10 0.22
C -0.07 -0.03 -0.03
C -0.02 0.05 0.01
C 0.01 -0.02 0.05
C 0.06 0.08 0.17
O -0.14 -0.18 -0.22
C 0.05 0.08 0.17
N -0.48 -1.01 0.29
C 0.01 0.22 -0.07
C 0.03 0.03 0.00
C -0.02 -0.01 -0.01
C 0.00 0.00 0.00
C 0.02 0.02 0.00
C -0.02 0.00 0.00
O -0.01 -0.04 -0.01
C 0.02 0.01 0.00
H 0.00 0.00 0.00
H 0.00 0.00 0.00
H 0.00 0.00 0.00
H 0.01 0.01 0.01
H 0.01 0.01 0.01
H -0.01 -0.01 -0.01
H -0.01 -0.01 0.00
H -0.33 -0.01 -0.03
H -0.02 0.04 -0.03
H 0.05 -0.01 -0.03
H 0.02 -0.02 -0.02
H -0.01 0.00 0.00
H 0.00 0.01 0.03
H -0.02 -0.05 -0.03
H -0.01 -0.01 -0.01
H 0.01 0.02 0.01
H 0.01 0.01 0.00
H 0.00 0.00 0.00
H 0.01 0.01 0.00
H 0.00 0.00 0.00
H -0.01 0.00 0.01
H 0.00 0.00 0.00
Br -0.03 -0.02 0.00
C 0.05 0.01 0.00
C 0.02 0.02 -0.02
C -0.01 0.00 0.01
N 0.06 0.01 -0.29
C 0.13 0.02 0.08
C -0.04 0.10 0.20
C -0.03 0.06 0.02
C 0.05 -0.10 -0.17
C -0.04 0.04 0.03
Br 0.01 -0.03 0.03
C 0.03 0.01 0.00
C 0.05 0.04 0.11
N -0.72 0.04 0.18
H 0.00 0.01 0.02
H 0.02 0.00 0.00
H 0.06 -0.01 0.01
H -0.05 0.01 -0.08
H 0.01 0.01 0.01
H 0.03 0.03 -0.04
C -0.03 -0.27 0.05
H -0.01 -0.02 0.08
H -0.01 0.01 0.01
H 0.00 -0.02 0.03
F 0.00 0.03 -0.01
C -0.02 -0.04 -0.02
C 0.00 -0.03 0.04
C -0.03 0.03 0.03
F -0.03 0.01 -0.04
C 0.00 0.00 -0.01
F 0.02 0.00 0.00
C -0.02 0.00 -0.01
F -0.01 0.00 0.00
C 0.00 0.02 0.01
F -0.01 -0.01 0.00
Ge 0.28 0.09 -0.03
S 0.05 -0.60 0.12
C -0.04 -0.02 0.02
C -0.04 0.00 -0.04
F 0.01 0.01 0.02
C 0.02 0.01 0.00
F 0.00 0.00 0.00
C -0.01 -0.01 -0.01
F 0.00 0.01 0.00
C -0.01 0.01 0.01
F 0.00 0.00 0.00
C 0.04 0.00 -0.01
F -0.02 0.00 0.01
C -0.21 0.13 0.03
C 0.17 -0.08 0.01
F -0.05 -0.01 0.03
C 0.00 0.00 -0.01
F 0.02 0.00 0.00
C -0.02 -0.01 0.00
F 0.02 -0.01 0.00
C 0.01 0.01 0.00
F 0.00 0.00 0.01
C -0.06 0.03 -0.02
F -0.01 0.00 0.03

Results of the Mulliken charge analysis, in e, for atoms 1 through 8: number 1, Ir, carries 3.849; number 2, C, carries -1.185; number 3, O, carries -0.155; number 4, C, carries 0.615; number 5, C, carries -0.673; number 6, C, carries -0.870; number 7, C, carries -1.137; number 8, C, carries -0.354

(2)
DFT (ωB97M-V/def2-TZVPD) results for an isolated ion of composition C5H5ClN2O and charge +2 in a non-equilibrium geometry.

Properties
Electronic energy = -837.60526 hartree
E_HOMO = -18.742 eV
Lowest unoccupied orbital energy = -0.3965 Eh
Frontier orbital gap = 8.0 eV
Total charge = +2
Energy above the lowest of the compared OMol25 structures with the same formula, charge and spin = 4.5 kcal/mol

Cartesian coordinates (Å):
C: 1.2159 1.5683 -0.6711
C: 0.1553 -1.1616 0.4763
C: 2.1273 0.1132 0.0401
C: 0.7135 2.4112 0.1650
C: -1.8409 0.0825 -0.2921
N: 1.4916 -0.9288 0.6051
N: -0.7823 -0.4434 0.0302
O: 0.1236 2.9013 0.9894
Cl: 3.8090 -0.1002 -0.2164
H: 1.8830 1.7815 -1.5198
H: -0.1495 -2.1986 0.8213
H: -2.1720 0.0085 -1.2548
H: -2.6265 0.4315 0.4207
H: 2.1578 -1.7644 0.9603

Cartesian forces, eV/Å:
C 5.25 -5.52 -1.74
C -2.35 -2.10 0.73
C -0.62 2.28 -1.18
C -0.72 0.09 1.83
C -2.25 0.10 2.23
N 2.97 -0.21 -0.04
N 2.64 -0.62 1.11
O -0.73 1.34 0.89
Cl -2.15 0.69 0.29
H -0.81 0.36 0.32
H 0.35 1.16 -0.53
H -0.57 0.04 -2.96
H 1.08 0.23 -0.02
H -2.10 2.16 -0.93

Results of the Mulliken charge analysis, in e, for atoms 1 through 8: number 1, C, carries -0.912; number 2, C, carries 0.041; number 3, C, carries 0.461; number 4, C, carries 0.898; number 5, C, carries -0.149; number 6, N, carries -0.156; number 7, N, carries 0.059; number 8, O, carries -0.139

(3)
DFT (ωB97M-V/def2-TZVPD) results for one molecule with the formula C4H4O3S in a non-equilibrium geometry.

Properties
SMILES = O=C1CSCC(=O)O1
Electronic energy = -778.70661 hartree
E_HOMO = -9.410 eV
Lowest unoccupied orbital energy = 0.0015 Eh
Frontier orbital gap = 9.5 eV
Energy above the lowest of the compared OMol25 structures with the same formula, charge and spin = 23.6 kcal/mol

Cartesian coordinates (Å):
O: 1.4921 -1.2521 -1.8109
O: -2.2493 -1.3273 0.7453
O: -0.3457 -1.4903 -0.3476
S: 0.4562 1.4334 0.8856
C: 0.8034 -0.8066 -0.8719
C: -1.1848 -0.8418 0.4059
C: 1.4184 0.3816 -0.1725
C: -1.1684 0.6666 0.5864
H: 2.2621 -0.0066 0.4155
H: 1.8535 1.0503 -0.9417
H: -1.7306 1.0315 1.4149
H: -1.6070 1.1614 -0.3090

Cartesian forces, eV/Å:
O -3.67 0.68 3.18
O 1.70 -0.73 -0.14
O 3.34 -0.11 -1.97
S -0.58 -0.06 0.60
C 2.98 -1.50 -2.44
C -4.99 2.07 1.38
C 0.56 0.69 -0.33
C 1.60 1.15 -1.12
H -0.24 -0.12 -0.24
H -0.18 -0.83 0.15
H -0.73 -0.56 0.61
H 0.20 -0.69 0.31

Results of the Mulliken charge analysis, in e, for atoms 1 through 8: number 1, O, carries -0.486; number 2, O, carries -0.525; number 3, O, carries -0.269; number 4, S, carries -0.136; number 5, C, carries 0.388; number 6, C, carries 0.566; number 7, C, carries -0.396; number 8, C, carries -0.486

Question: Which formula does entry 2 have?
Answer: C5H5ClN2O

Question: Among the records above, which one has the lowest electronic energy?
Answer: C51H31Br2F15GeIrN5O3S

Question: Which of these has the highest lowest unoccupied orbital energy?
Answer: C4H4O3S